Molecular formula: C6H15N5
Method: DFT, ωB97M-V/def2-TZVPD

## Properties
E_HOMO   -18.29 eV
LUMO   -8.9 eV
HOMO-LUMO gap   9.35 eV
Total charge   +2

```
26
C6H15N5 ωB97M-V/def2-TZVPD
C 2.7052 0.1371 0.1208
C 1.3137 -1.8062 -0.0954
C 2.5727 1.4978 0.3803
C -1.3087 1.4411 -0.3482
C -2.5803 0.2457 1.1973
C -2.1118 0.1392 -0.2998
N -1.5957 -1.8730 -1.3155
N 1.6453 -0.6646 0.0877
N 3.8305 -0.4982 0.1171
N 0.7202 -2.8385 0.0039
N -1.2261 -0.9042 -0.6047
H 2.8115 1.8194 1.4488
H 3.3230 2.0035 -0.1639
H 1.6844 2.0393 0.1933
H -1.0442 1.8806 -1.3999
H -1.7660 2.2564 0.2307
H -0.1694 1.2683 0.0333
H -1.7832 0.7549 1.6972
H -2.7998 -0.7828 1.5062
H -3.4767 0.8146 1.0720
H -2.9024 0.1928 -0.9507
H -2.5069 -2.0312 -1.8106
H 4.6943 0.0812 0.2696
H 3.9387 -1.4798 0.0053
H 1.1612 -3.6967 -0.2205
H -0.9155 -2.4705 -1.6829
```